Record 1
# CH4N3P

A 2-piece molecular cluster, CH4N3P overall (ωB97M-V with the def2-TZVPD basis set, OMol25).

XYZ file:
```
9
Properties=species:S:1:pos:R:3:nbo_charge:R:1
C -1.02 0.08 -0.46 -0.092
P -1.37 -1.65 -0.02 0.843
H -1.26 -3.15 -1.66 0.394
H 1.08 2.01 0.55 0.362
N 1.73 1.69 1.20 -1.052
H 1.24 1.27 2.08 0.352
N -1.19 -2.10 -1.48 -0.843
H 1.92 0.73 0.72 0.340
N -1.12 1.11 -0.92 -0.303
```

Results
**F_max**: 0.10382 hartree/bohr
**Gap between HOMO and LUMO (spin up / spin down)**: 8.39 / 6.53 eV
**Energy above the lowest of the compared OMol25 structures with the same formula, charge and spin**: 104.4 kJ/mol
**DFT total energy**: -14856.4961 eV
**HOMO (spin up / spin down)**: -0.297 / -0.376 Ha
**Multiplicity**: 3


Record 2
# CH4N4

A 2-piece molecular cluster, CH4N4 overall (ωB97M-V with the def2-TZVPD basis set, OMol25).

XYZ file:
```
9
Properties=species:S:1:pos:R:3:nbo_charge:R:1
N 0.68 0.00 -0.45 -0.188
H 0.60 0.78 -1.04 0.373
C 0.87 0.36 0.80 -0.289
H 0.84 -1.20 -1.83 0.295
N 0.66 -1.24 -0.78 -0.564
N -2.33 0.64 0.48 -0.018
N -3.04 -0.16 0.22 0.013
H 0.59 1.27 1.20 0.188
H 1.14 -0.45 1.40 0.190
```

Results
**F_max**: 0.07179 hartree/bohr
**Gap between HOMO and LUMO (spin up / spin down)**: 8.87 / 8.87 eV
**Energy above the lowest of the compared OMol25 structures with the same formula, charge and spin**: 270.1 kJ/mol
**DFT total energy**: -7060.1853 eV
**HOMO (spin up / spin down)**: -0.288 / -0.288 Ha